1.
{"formula": "C4H4O3", "method": "ωB97M-V/def2-TZVPD", "species": ["O", "O", "O", "C", "C", "C", "C", "H", "H", "H", "H"], "xyz": [[2.325380, -0.706910, 0.186557], [0.065908, -1.028156, -0.239252], [-2.391866, -0.650717, 0.081571], [-0.850415, 1.160850, 0.015452], [-1.233158, -0.256980, 0.055366], [1.278085, -0.190091, -0.085772], [0.777877, 1.293266, -0.054058], [-1.080392, 1.507821, 1.155449], [1.409129, 1.754418, 0.632975], [-1.433320, 1.838694, -0.745168], [1.274870, 1.943071, -0.860199]], "forces_ev_per_angstrom": [[-1.6, 1.1, -1.0], [-1.4, 1.2, 1.1], [4.2, 0.0, 0.3], [1.7, 3.8, 2.8], [-0.4, -1.3, -2.5], [-1.9, -0.5, 0.9], [-0.3, -1.5, -3.1], [0.1, -0.3, -2.8], [0.0, 0.7, 2.8], [1.1, -1.6, 1.6], [-1.5, -1.4, -0.1]], "homo_lumo_gap_ev": 11.4, "e_lumo_ev": 0.4, "homo_ev": -11.012, "e_above_lowest_kcal_mol": 33.4, "multiplicity": 1, "smiles": "O=C1CCC(=O)O1"}

***

2.
{"formula": "C6H11N", "method": "ωB97M-V/def2-TZVPD", "species": ["N", "C", "C", "C", "C", "C", "C", "H", "H", "H", "H", "H", "H", "H", "H", "H", "H", "H"], "xyz": [[-0.583809, 0.892214, 1.633112], [0.488777, 0.312813, 1.704580], [-2.322536, -0.311469, -0.518140], [-1.143287, 0.628033, -0.435165], [0.207828, 0.100704, -0.753006], [1.015084, -0.418280, 0.504270], [2.526373, -0.317091, 0.308480], [0.821185, 0.870739, -1.234432], [0.146231, -0.751985, -1.442778], [-2.092667, -1.284485, -0.067586], [-1.347649, 1.618309, -0.852680], [0.758487, -1.470543, 0.698747], [2.819216, 0.718044, 0.098088], [-3.206816, 0.089331, -0.006767], [2.844533, -0.935805, -0.537475], [-2.619883, -0.496694, -1.561835], [-1.374741, 1.405032, 1.261727], [3.063680, -0.648872, 1.200860]], "forces_ev_per_angstrom": [[0.4, -0.2, 0.0], [-0.5, 0.2, -0.2], [0.0, -0.1, 0.1], [0.1, -0.1, -0.2], [0.0, 0.1, 0.0], [0.1, -0.1, 0.0], [0.0, 0.0, 0.0], [-0.1, -0.1, 0.1], [0.0, 0.1, 0.1], [0.0, 0.1, 0.0], [0.0, -0.1, 0.1], [0.0, 0.1, 0.0], [-0.1, -0.1, 0.1], [0.1, -0.1, -0.1], [-0.1, 0.1, 0.1], [0.1, 0.0, 0.2], [0.0, 0.0, 0.0], [-0.1, 0.0, -0.1]], "homo_lumo_gap_ev": 8.1, "e_lumo_ev": 1.0, "homo_ev": -7.069, "e_above_lowest_kcal_mol": 98.4, "multiplicity": 1}

***

3.
{"formula": "H22O11", "method": "ωB97M-V/def2-TZVPD", "species": ["O", "O", "O", "O", "O", "O", "O", "O", "O", "O", "O", "H", "H", "H", "H", "H", "H", "H", "H", "H", "H", "H", "H", "H", "H", "H", "H", "H", "H", "H", "H", "H", "H"], "xyz": [[-0.591279, -0.984674, -2.481635], [-1.775388, -2.900394, -1.308188], [-0.306488, 3.950400, -1.979429], [-1.830126, -1.948775, 2.060874], [5.117771, -0.906653, 2.091128], [2.684389, 2.000082, -0.763526], [-3.419096, 1.403227, 2.775585], [1.983598, -2.166589, -1.450163], [-0.063940, 2.077500, 0.747847], [0.954317, -0.293739, 0.699247], [-2.867925, -0.151077, -1.128945], [-3.689919, 0.337165, -1.251150], [-2.054864, -1.013049, 2.007039], [5.559432, -0.345771, 2.738692], [5.320852, -1.803392, 2.380275], [2.449341, -2.314928, -2.280866], [-1.461627, -2.614051, -0.442999], [0.526159, 2.817738, 0.929011], [-2.805974, -0.270855, -0.174584], [1.529340, -3.000251, -1.283885], [0.289154, 4.655131, -1.700940], [-0.522925, 1.933628, 1.583086], [3.527249, 1.804088, -1.187983], [0.335764, -1.045724, -2.738253], [-3.987212, 1.202342, 3.527834], [-0.001201, 3.178229, -1.490000], [2.098445, 1.299254, -1.070931], [-2.677524, -2.385722, 2.202241], [0.282714, 0.219996, 0.236630], [-2.598874, 0.935749, 2.969723], [-1.068500, -1.010599, -3.318640], [-2.723884, -2.731185, -1.281468], [1.788230, 0.072912, 0.384373]], "forces_ev_per_angstrom": [[0.7, 0.6, -0.6], [-0.5, -0.9, 0.4], [0.2, 0.1, 0.1], [-0.2, 0.1, -0.1], [0.2, 0.0, 0.1], [0.0, -0.1, -0.1], [0.1, -0.2, 0.0], [0.3, 0.0, -0.4], [-0.4, 0.8, 0.1], [0.1, -0.6, 0.0], [-0.4, 0.1, 0.1], [0.1, 0.1, 0.0], [0.1, -0.1, 0.0], [-0.1, 0.0, -0.1], [-0.1, 0.1, -0.1], [0.1, -0.1, 0.1], [0.1, 0.1, -0.1], [0.1, -0.1, -0.1], [0.0, 0.0, -0.1], [-0.2, 0.1, 0.1], [-0.1, -0.1, -0.1], [0.1, 0.0, -0.1], [0.0, 0.1, 0.1], [0.0, -0.1, 0.2], [0.0, 0.1, 0.0], [-0.1, -0.1, 0.0], [-0.1, 0.1, -0.1], [0.0, 0.0, 0.0], [0.2, 0.0, 0.0], [-0.1, 0.1, 0.1], [-0.1, 0.0, 0.2], [0.2, 0.1, -0.1], [0.0, -0.2, 0.3]], "homo_lumo_gap_ev": 9.6, "e_lumo_ev": 0.0, "homo_ev": -9.583, "e_above_lowest_kcal_mol": 71.8, "multiplicity": 1, "smiles": "O.O.O.O.O.O.O.O.O.O.O"}

***

4.
{"formula": "C18H30F4O14", "method": "ωB97M-V/def2-TZVPD", "species": ["F", "F", "F", "F", "O", "O", "O", "O", "O", "O", "O", "O", "O", "O", "O", "O", "O", "O", "C", "C", "C", "C", "C", "C", "C", "C", "C", "C", "C", "C", "C", "C", "C", "C", "C", "C", "H", "H", "H", "H", "H", "H", "H", "H", "H", "H", "H", "H", "H", "H", "H", "H", "H", "H", "H", "H", "H", "H", "H", "H", "H", "H", "H", "H", "H", "H"], "xyz": [[-2.563171, -0.598428, 0.238802], [-1.392954, -0.389140, 2.221565], [-2.162733, 1.874378, 0.007614], [-0.232216, 1.073683, -0.917859], [-3.773329, -5.436719, -1.097939], [-4.086067, -3.606772, 0.031678], [-11.103513, -5.795556, -1.776518], [6.964308, 7.288555, 1.424088], [-9.402283, -6.798907, -2.902178], [2.418798, 1.552030, 1.193097], [1.278445, 3.396653, -0.017758], [6.754852, 5.365618, 2.415888], [-0.723505, 3.437072, 1.275564], [6.115717, 1.678179, 1.157675], [-9.452889, -4.567501, -2.477827], [-0.161351, 5.137226, -0.371510], [8.563927, 5.710012, 1.085047], [-5.539345, -4.113173, -1.639997], [-4.836291, -2.418467, 0.282228], [7.689485, 8.164012, 0.562437], [-4.168273, -6.333659, -2.134990], [-0.126421, 2.099289, 1.412821], [4.855360, 1.946271, 0.478066], [-0.914026, 1.230839, 0.319002], [-8.200593, -4.441999, -3.153053], [7.241871, 4.050134, 2.683834], [8.449336, 0.819155, 0.548604], [0.036396, 4.095184, 0.261827], [3.694934, 2.109961, 1.593021], [-1.292671, -0.265161, 0.811196], [1.389052, 2.533681, 1.148591], [7.533512, 6.082955, 1.589974], [6.881806, 0.868648, 0.205118], [-4.565734, -4.359871, -0.970203], [-9.931240, -5.820353, -2.433883], [-11.731351, -7.069927, -1.653179], [8.216767, 4.092873, 3.175635], [4.047335, 1.524376, 2.521450], [-0.073422, 1.705801, 2.495120], [-11.100019, -7.757427, -1.085969], [-7.910691, -3.391528, -3.127449], [-5.165470, -6.734192, -1.939476], [-8.293732, -4.749269, -4.197472], [-4.829194, -1.766415, -0.593624], [8.676597, -0.069107, 1.224239], [-7.430054, -5.023771, -2.646472], [7.297576, 3.466318, 1.765515], [-4.134914, -5.837275, -3.107372], [8.836791, 1.774596, 1.052480], [6.537145, 3.563239, 3.358746], [-5.860122, -2.663362, 0.573891], [7.139269, 9.103529, 0.502596], [8.682046, 8.369943, 0.968945], [6.781975, 1.337567, -0.837508], [1.551452, 3.320012, 1.983521], [-3.459725, -7.162428, -2.146217], [4.963041, 2.988160, -0.015183], [6.385440, -0.175911, 0.197115], [3.672328, 3.213034, 1.877360], [4.600749, 1.203047, -0.346553], [7.763444, 7.742094, -0.442230], [-0.454849, -0.951282, 0.453132], [-11.964166, -7.481919, -2.637506], [9.042106, 0.681873, -0.427279], [-4.360170, -1.890833, 1.107747], [-12.665374, -6.929643, -1.108025]], "forces_ev_per_angstrom": [[3.0, 0.5, 1.4], [0.0, 0.5, -2.6], [2.9, -1.2, 0.7], [-1.1, 0.4, 2.5], [-0.2, 0.4, 0.1], [-0.1, -0.4, -0.4], [0.3, 0.1, -0.2], [0.1, -0.4, 0.1], [-0.2, 0.3, 0.2], [-1.3, 2.1, -0.6], [-2.2, -0.3, 1.6], [0.1, 0.4, -0.2], [2.0, 0.4, -1.5], [-0.7, -1.1, -2.0], [-0.4, -0.4, 0.1], [-0.4, -4.0, 3.1], [-0.4, 0.1, 0.2], [0.4, -0.1, 0.3], [-0.3, 0.4, 0.2], [0.2, 0.3, -0.3], [-0.1, -0.3, -0.3], [1.3, 0.6, -0.4], [-0.8, 1.8, 0.4], [-1.7, -0.7, -0.4], [0.4, 0.0, -0.3], [0.3, -0.4, 0.1], [-0.2, -0.3, 0.0], [1.3, 2.2, -2.5], [2.0, -0.5, 0.5], [-0.5, -0.1, -0.3], [0.1, 0.7, 1.3], [-0.1, 0.0, 0.1], [0.8, -0.1, -0.3], [0.2, 0.0, 0.2], [0.1, 0.3, 0.0], [-0.2, -0.3, 0.1], [0.0, 0.0, -0.1], [-0.6, 0.8, -1.4], [-1.1, 0.6, -1.8], [0.0, 0.0, -0.2], [-0.2, -0.1, 0.2], [0.0, 0.2, -0.1], [0.0, -0.1, 0.1], [-0.1, -0.1, 0.1], [-0.2, 1.2, -0.8], [-0.2, 0.0, -0.2], [0.1, 0.2, 0.2], [-0.2, 0.0, 0.1], [-0.8, -1.3, -0.8], [-0.1, 0.3, -0.1], [0.1, 0.0, -0.2], [-0.1, -0.2, 0.2], [-0.1, -0.2, -0.1], [0.0, -0.7, 1.4], [0.0, -1.6, -0.7], [0.0, 0.2, 0.2], [-0.2, -1.7, 0.4], [1.0, 1.5, -0.1], [-0.5, -1.4, -0.4], [0.2, 0.7, 1.4], [0.1, 0.0, 0.2], [-1.5, 0.6, 0.4], [0.2, 0.0, 0.1], [-1.0, 0.2, 1.5], [0.1, -0.3, -0.1], [0.2, 0.3, 0.0]], "homo_lumo_gap_ev": 10.7, "e_lumo_ev": 0.4, "homo_ev": -10.315, "multiplicity": 1, "smiles": "CCOCCO[C@H]1OC(=O)O[C@H]1C(F)(F)C(F)F.COC(=O)OC.COC(=O)OC.COC(=O)OC"}

***

5.
{"formula": "C9H25BNO2Si2", "method": "ωB97M-V/def2-TZVPD", "species": ["Si", "Si", "O", "O", "N", "C", "C", "C", "C", "C", "C", "C", "C", "C", "B", "H", "H", "H", "H", "H", "H", "H", "H", "H", "H", "H", "H", "H", "H", "H", "H", "H", "H", "H", "H", "H", "H", "H", "H", "H"], "xyz": [[-1.958652, -1.871291, 2.402315], [-0.708142, 0.626266, 1.223764], [1.762586, 2.033620, -3.217720], [-0.456242, 1.352162, -3.837472], [-0.626388, -0.750602, 2.292038], [-2.096494, 1.808678, 1.663297], [-3.535658, -1.065053, 3.020450], [-0.877805, 0.138516, -0.579724], [-1.519064, -3.227696, 3.648892], [3.009457, 1.671239, -3.919579], [-2.318162, -2.734678, 0.776321], [0.759395, 0.965379, -3.397208], [4.120744, 1.280650, -2.731936], [0.902495, 1.609921, 1.367892], [5.536913, 0.990748, -3.548687], [1.021248, -0.148249, -3.103855], [-0.715488, 1.009868, -1.221470], [-1.399967, -3.137266, 0.337103], [-3.343387, -0.469122, 3.918008], [-1.982384, 2.744876, 1.107877], [3.396780, 2.646079, -4.489257], [1.760457, 0.993719, 1.084733], [0.870715, 2.478912, 0.702301], [-4.274214, -1.830838, 3.276971], [-1.874084, -0.247482, -0.803906], [2.920066, 0.740984, -4.624117], [-0.621542, -3.766874, 3.330017], [-3.075592, 1.398052, 1.408921], [6.446072, 1.737706, -3.593291], [3.746367, 0.274692, -2.235170], [-2.339259, -3.945769, 3.733962], [1.048527, 1.967974, 2.390702], [-1.335265, -2.797281, 4.637779], [4.177023, 2.180150, -1.984480], [-2.082129, 2.047751, 2.731129], [-2.786648, -2.062309, 0.054772], [-3.985599, -0.421431, 2.262073], [-3.007469, -3.569114, 0.937745], [-0.137327, -0.621251, -0.849984], [5.578116, -0.031633, -4.171203]], "forces_ev_per_angstrom": [[2.9, 1.9, 0.1], [0.6, -2.6, 2.3], [-1.3, -3.5, -1.8], [8.2, -2.9, 2.9], [-1.7, 0.3, -1.2], [-0.1, 0.5, -0.3], [-0.6, -0.3, 0.1], [0.0, 0.5, -0.5], [-0.2, -0.1, -0.1], [1.7, 0.1, 1.2], [-0.4, -0.4, -0.1], [-5.7, 3.7, -2.0], [0.0, 0.0, -0.9], [-0.1, 0.2, -0.2], [-2.0, -0.2, 1.0], [-0.3, 2.4, -0.6], [-0.1, 0.0, -0.1], [0.0, 0.1, 0.1], [0.1, 0.0, -0.1], [-0.1, 0.1, 0.0], [-1.1, -2.3, 1.1], [0.0, 0.0, 0.1], [0.1, 0.1, 0.0], [-0.2, 0.0, 0.1], [0.1, 0.0, 0.0], [-0.1, 1.9, 1.1], [0.0, 0.1, 0.0], [0.0, 0.0, 0.1], [0.2, 0.3, 0.1], [0.6, 2.2, -0.8], [0.0, -0.1, 0.1], [0.0, -0.1, 0.0], [0.0, 0.0, -0.1], [-0.3, -1.9, -1.3], [0.0, -0.1, -0.1], [0.1, 0.0, 0.0], [0.0, 0.0, 0.0], [-0.1, -0.1, -0.1], [-0.1, 0.0, 0.1], [0.1, 0.1, 0.0]], "total_charge": -1, "homo_lumo_gap_ev": 4.6, "e_lumo_ev": 1.5, "homo_ev": -3.061, "multiplicity": 1}

***

6.
{"formula": "C6H12N2O", "method": "ωB97M-V/def2-TZVPD", "species": ["O", "N", "N", "C", "C", "C", "C", "C", "C", "H", "H", "H", "H", "H", "H", "H", "H", "H", "H", "H", "H"], "xyz": [[0.536154, 2.994052, -0.546427], [-0.230702, 2.620275, 1.554645], [1.542600, 0.309759, 0.900761], [-0.692564, -1.467757, -1.265394], [0.366576, -1.546153, 2.045301], [0.663193, -1.754262, -1.831937], [-0.362807, 2.786642, 0.230785], [-1.300935, -0.283615, -1.344269], [0.807514, -0.596604, 1.264303], [-1.278051, -2.348705, -1.019188], [0.598341, -2.435189, -2.682837], [-0.509753, -1.413214, 2.646273], [-0.766540, 0.596261, -1.675484], [-1.429696, 2.714495, -0.089832], [1.446798, 0.753016, -0.009237], [1.171033, -0.837841, -2.130623], [-1.006977, 2.370783, 2.137434], [0.819278, -2.530400, 2.055486], [1.276190, -2.250563, -1.080707], [0.693178, 2.485202, 1.925375], [-2.342830, -0.166181, -1.084425]], "forces_ev_per_angstrom": [[0.4, -0.1, -0.3], [0.2, 0.1, 0.4], [-0.5, 0.1, -0.3], [-0.6, 0.2, -1.3], [-0.4, -0.6, -0.1], [0.1, 0.1, 0.6], [-1.2, 0.0, -0.1], [0.3, -0.5, 0.2], [1.6, 0.4, 0.9], [0.0, 0.1, 0.4], [-0.1, 0.1, 0.0], [-0.3, 0.2, 0.1], [0.0, 0.1, -0.1], [0.3, 0.1, 0.0], [-0.1, -0.2, -0.2], [0.0, 0.0, -0.1], [-0.1, 0.0, -0.1], [0.0, 0.1, -0.2], [0.2, -0.1, 0.0], [0.2, 0.0, 0.1], [0.0, 0.0, 0.2]], "homo_lumo_gap_ev": 9.7, "e_lumo_ev": 0.8, "homo_ev": -8.854, "e_above_lowest_kcal_mol": 57.2, "multiplicity": 1, "smiles": "C=C=N.C=CC.NC=O"}